# 1
A structure of composition C15H34N2O2RuSe4 at a distorted geometry. Source: the Open Molecules 2025 dataset; level of theory: ωB97M-V with the def2-TZVPD basis set.

Computed properties:
LUMO level (alpha / beta)	-3.83 / -3.70	eV
total charge	+1
energy above the lowest of the compared OMol25 structures with the same formula, charge and spin	10.7	kcal per mole
expectation value of S²	0.791
multiplicity	2
calculated total energy	-10552.2994	Eh

Structure (XYZ):
```
58
C15H34N2O2RuSe4 | the Open Molecules 2025 dataset | ωB97M-V with the def2-TZVPD basis set
Ru -0.7135 -0.4694 -0.1727
C -3.8405 0.3941 1.9642
Se -3.3029 -0.1148 0.1702
C -3.7434 -2.0201 0.2278
C -3.1941 -2.7448 1.4354
Se -1.2760 -2.4669 1.6929
C -0.5912 -3.8642 0.5074
H -4.8861 0.1251 2.0819
H -3.7275 1.4718 2.0303
H -3.2215 -0.0895 2.7135
H -3.3292 -2.4053 -0.7008
H -4.8298 -2.0941 0.1894
H -3.3648 -3.8164 1.3442
H -3.6636 -2.4067 2.3563
H -1.2599 -4.7202 0.5511
H 0.3818 -4.1527 0.8964
H -0.4951 -3.5004 -0.5045
O -1.2329 3.5548 -2.1421
C -1.9581 2.3693 -2.4389
C -1.1134 1.4853 -3.3553
C -1.2127 2.1606 -4.7419
O -0.5414 1.4484 -5.7701
C -1.7217 0.0829 -3.4971
Se -1.0664 -1.3981 -2.3641
C 0.3616 1.4065 -2.9505
Se 0.7818 1.2856 -1.0350
H -1.7960 4.1731 -1.6718
H -2.8884 2.6225 -2.9625
H -2.2229 1.8279 -1.5348
H -0.8508 3.1882 -4.6582
H -2.2635 2.1920 -5.0336
H 0.4029 1.6229 -5.7309
H -1.5149 -0.2815 -4.5015
H -2.8031 0.1284 -3.3677
H 0.9061 2.2806 -3.3096
H 0.8081 0.5134 -3.3802
C 3.8263 2.2842 2.5724
C 3.4279 0.9278 3.1412
N 2.9394 0.0087 2.1046
C 3.9626 -0.7075 1.3397
C 4.2146 -2.1140 1.8740
C 1.6427 -0.1479 1.8258
C 0.6399 0.6834 2.5839
N 1.1815 -0.9944 0.9424
H 4.1968 2.9317 3.3682
H 2.9738 2.7702 2.0928
H 4.6131 2.1801 1.8232
H 2.6671 1.0488 3.9074
H 4.2843 0.4548 3.6221
H 4.8777 -0.1210 1.3959
H 3.6728 -0.7310 0.2884
H 4.5845 -2.0735 2.8999
H 4.9646 -2.6188 1.2635
H 3.3017 -2.7118 1.8650
H 0.5612 0.3461 3.6191
H -0.3351 0.5713 2.1165
H 0.9007 1.7408 2.5762
H 1.8853 -1.5163 0.4406
```



# 2
A structure of composition C15H34NNdO2P2 at a distorted geometry. Source: the Open Molecules 2025 dataset; level of theory: ωB97M-V with the def2-TZVPD basis set.

Computed properties:
LUMO level (alpha / beta)	0.13 / 0.13	eV
energy above the lowest of the compared OMol25 structures with the same formula, charge and spin	0.0	kcal per mole
expectation value of S²	3.756
multiplicity	4
calculated total energy	-2041.1827	Eh

Structure (XYZ):
```
55
C15H34NNdO2P2 | the Open Molecules 2025 dataset | ωB97M-V with the def2-TZVPD basis set
C 4.0190 0.0043 -1.4421
C 2.9025 -0.0977 -0.6152
N 1.6465 0.1861 -1.0695
C 1.4923 0.2789 -2.4237
C 2.5701 0.2304 -3.3082
C 3.8579 0.1479 -2.7977
C 3.0960 -0.3261 0.8815
P 1.7740 -1.2923 1.7712
Nd -0.2155 0.4569 0.6582
P -1.2515 1.0458 -1.9800
C 0.0966 0.3234 -3.0407
O 3.2688 2.1753 2.2896
O 0.6467 1.9493 2.1300
H 4.9816 -0.1366 -0.9641
H 2.3544 0.3434 -4.3893
H 4.7081 0.1535 -3.4612
C 2.3406 -2.9825 1.4981
C 2.2173 -1.0095 3.4773
H 0.1296 0.8931 -3.9883
H -0.2510 -0.7072 -3.2925
H 3.2251 0.7028 1.4265
H 4.0610 -0.8512 1.0366
C -2.6814 0.3288 -2.8934
C -1.2868 2.7622 -2.6840
H -0.2498 2.6734 1.1587
H 0.3477 2.3548 2.9885
H 2.2160 2.2324 2.1493
H 3.5657 2.7293 1.5470
H -1.0015 -1.1752 -0.5590
H -0.6674 2.8124 0.4638
H 3.2798 -3.1756 2.0343
H 1.5604 -3.6623 1.8805
H 2.4815 -3.1939 0.4348
H 3.2023 -1.4083 3.7072
H 2.2005 0.0324 3.7731
H 1.4918 -1.5253 4.0951
H -1.5671 2.7360 -3.7670
H -2.0357 3.3324 -2.0947
H -0.2841 3.2094 -2.5508
H -2.7908 0.7957 -3.8966
H -2.5195 -0.7562 -3.0027
H -3.5918 0.5123 -2.2978
C -2.5832 -2.3963 1.8422
C -3.1767 -1.0503 1.4336
C -4.6249 -0.9417 1.8795
C -2.3130 0.1229 1.8960
H -2.5726 -2.4868 2.9294
H -1.5555 -2.5254 1.4792
H -3.1938 -3.2221 1.4583
H -3.1902 -1.0110 0.3441
H -4.6987 -0.9843 2.9579
H -5.1026 -0.0210 1.5477
H -5.2318 -1.7677 1.5035
H -2.8130 1.0952 1.7606
H -2.0661 0.0215 2.9603
```



# 3
A structure of composition C15H35FNO8PSi2 at a distorted geometry. Source: the Open Molecules 2025 dataset; level of theory: ωB97M-V with the def2-TZVPD basis set.

Computed properties:
LUMO level	-0.29	eV
calculated total energy	-2269.3557	Eh

Structure (XYZ):
```
63
C15H35FNO8PSi2 | the Open Molecules 2025 dataset | ωB97M-V with the def2-TZVPD basis set
C 1.0502 2.7188 2.3688
C 1.9614 3.0032 1.1772
F 3.2826 2.6387 1.5088
Si 1.5718 2.0352 -0.4201
O 0.2230 2.6628 -1.1805
Si -1.2308 1.8974 -1.0358
C -2.1561 2.4864 0.5249
O -3.1977 1.5999 0.9722
N -2.7222 0.2891 1.0614
O -3.5894 -0.4802 0.9856
P 1.5023 -0.2395 -0.2363
O 3.0410 -0.4931 0.2646
O 0.6963 -0.6572 1.1463
H 0.3710 1.8816 2.2192
H 1.6809 2.4686 3.2227
H 0.4858 3.6059 2.6552
H 1.9457 4.0736 0.9629
H 2.7246 2.2735 -1.3128
H -2.0787 2.2831 -2.1736
H -1.1195 0.4237 -1.0536
H -1.5088 2.7818 1.3510
H -2.6768 3.3918 0.2110
H 3.0449 -0.3821 1.2265
H -0.1705 -0.2360 1.2063
C -4.9741 -3.3144 4.5004
C -5.2758 -2.8121 3.0896
C -4.0569 -3.3057 2.3212
O -3.6394 -4.5136 2.9630
C -4.3137 -4.6572 4.2126
H -5.8554 -3.4056 5.1334
H -4.2676 -2.6435 4.9940
H -6.1819 -3.2885 2.7092
H -5.4063 -1.7332 3.0230
H -3.2376 -2.5847 2.3711
H -4.2693 -3.5126 1.2720
H -5.0612 -5.4528 4.1187
H -3.5922 -4.9508 4.9758
C 4.1432 -5.0542 0.8467
C 3.8087 -3.5723 0.6852
C 5.1528 -2.9988 0.2553
O 5.8170 -4.0350 -0.4732
C 5.1284 -5.2723 -0.2945
H 3.2761 -5.7101 0.7861
H 4.6340 -5.2256 1.8074
H 3.0704 -3.4376 -0.1077
H 3.4201 -3.1103 1.5912
H 5.7674 -2.7362 1.1246
H 5.0556 -2.1190 -0.3778
H 4.6059 -5.5196 -1.2253
H 5.8549 -6.0591 -0.0876
C -0.1675 5.6177 -5.6075
C 0.5672 4.2806 -5.6794
C 0.2679 3.6911 -4.3073
O -1.0187 4.1878 -3.9283
C -1.4097 5.2418 -4.8104
H -0.4048 6.0428 -6.5813
H 0.4311 6.3449 -5.0547
H 0.1324 3.6565 -6.4630
H 1.6344 4.3744 -5.8729
H 1.0012 4.0184 -3.5636
H 0.2432 2.6005 -4.3080
H -2.2041 4.8713 -5.4673
H -1.8066 6.0701 -4.2225
```



# 4
A cluster of 2 separate species, C15H35N2O5P2 in total. Source: the Open Molecules 2025 dataset; level of theory: ωB97M-V with the def2-TZVPD basis set.

Computed properties:
LUMO level	-2.64	eV
total charge	+1
calculated total energy	-1760.6333	Eh

Structure (XYZ):
```
59
C15H35N2O5P2 | the Open Molecules 2025 dataset | ωB97M-V with the def2-TZVPD basis set
C 2.9817 -0.1182 3.9054
C 2.9700 -1.5219 3.3160
O 2.3750 -1.6046 2.0265
C 3.0962 -0.8951 1.0312
C 2.7290 -1.5694 -0.2906
P 0.9025 -1.6170 -0.7826
C 0.2941 0.1309 -0.6338
C 1.3055 1.2211 -1.0134
C 0.0020 -2.6147 0.4828
C -1.4256 -2.1080 0.7358
O 3.3438 -0.9626 -1.4576
C 3.3974 -1.9305 -2.4160
O 3.6352 -1.7372 -3.5630
O 3.1681 -3.1548 -1.8581
C 3.3437 -2.9550 -0.4323
P 5.2199 -3.0420 -0.1714
N 5.9769 -1.7812 0.3684
H 1.9580 0.2049 4.1195
H 3.4604 0.6112 3.2501
H 3.5241 -0.1415 4.8532
H 3.9809 -1.9540 3.3021
H 2.3615 -2.1675 3.9584
H 4.1733 -0.9563 1.2134
H 2.8233 0.1634 1.0312
H -0.1029 0.3403 0.3659
H -0.5417 0.1770 -1.3418
H 2.0800 1.3354 -0.2571
H 0.7971 2.1873 -1.1099
H 1.7874 1.0149 -1.9720
H 0.5140 -2.6703 1.4422
H -0.0553 -3.6203 0.0592
H -1.9043 -2.7838 1.4535
H -1.4286 -1.1189 1.2000
H -2.0360 -2.1124 -0.1712
H 2.9274 -3.7645 0.1666
H 5.6360 -3.5353 -1.4174
H 5.3130 -4.1433 0.7011
H 6.6638 -1.4340 -0.2916
C -2.8057 2.3668 0.0206
N -3.8252 2.9456 -0.9213
C -3.1708 4.0518 -1.6872
C -4.9649 3.5042 -0.1385
C -4.3079 1.9288 -1.9370
C -5.0792 0.7468 -1.3991
O -4.2345 0.0181 -0.5302
H -2.3148 3.1906 0.5347
H -3.2986 1.7264 0.7397
H -2.0809 1.8006 -0.5573
H -2.8288 4.8055 -0.9836
H -3.8943 4.4830 -2.3743
H -2.3271 3.6428 -2.2371
H -5.4013 2.7175 0.4685
H -5.7037 3.9076 -0.8270
H -4.5842 4.2925 0.5056
H -3.4158 1.5878 -2.4615
H -4.9412 2.4763 -2.6344
H -5.3719 0.1421 -2.2620
H -5.9964 1.0627 -0.8923
H -4.6995 -0.7696 -0.2291
```